Model w:
A 2-piece molecular cluster, C14H20N2O6 overall. Source: OMol25; level of theory: the ωB97M-V functional and the def2-TZVPD basis.

Values from the calculation:
HOMO (eV): -9.55
Frontier orbital gap (Eh): 0.3662
LUMO (eV): 0.414

```
! wB97M-V def2-TZVPD RIJCOSX def2/J DEFGRID3
* xyz 0 1
N -2.29083 -0.71195 3.36619
C -2.46799 -1.55343 2.19836
C -2.78833 -0.66585 0.97604
C -3.27217 -1.42161 -0.24106
C -4.52807 -2.03968 -0.23180
C -4.97836 -2.75813 -1.33490
C -4.17828 -2.86936 -2.46920
C -2.92803 -2.25990 -2.49170
C -2.47893 -1.54463 -1.38448
C -1.24369 -2.44580 1.93273
O -0.19583 -2.29897 2.50811
O -1.38886 -3.42059 1.01548
H -2.17270 -1.30597 4.18360
H -1.39671 -0.23216 3.27315
H -3.33030 -2.20869 2.37787
H -1.89754 -0.07668 0.72385
H -3.55443 0.04133 1.31137
H -5.16490 -1.94354 0.64662
H -5.95866 -3.22725 -1.31046
H -4.52928 -3.42948 -3.33209
H -2.29552 -2.34426 -3.37130
H -1.49647 -1.07775 -1.40512
H -2.25651 -3.35326 0.58489
N 4.51738 3.61838 0.67241
C 3.40894 3.59393 -0.27952
C 3.62925 2.51761 -1.34103
C 3.78565 1.11918 -0.75784
C 4.32574 0.13454 -1.77595
O 4.75700 0.43128 -2.85854
O 4.31960 -1.16069 -1.38131
C 2.10735 3.37403 0.47452
O 1.21590 2.62589 0.15332
O 2.02349 4.16841 1.56100
H 5.36641 3.89395 0.18719
H 4.34281 4.31224 1.39258
H 3.26956 4.55948 -0.80281
H 4.52984 2.76554 -1.91370
H 2.79530 2.53556 -2.04931
H 2.82231 0.75877 -0.37678
H 4.47774 1.15077 0.09495
H 3.93504 -1.22986 -0.49635
H 1.16306 3.97863 1.97100
*
```

---

Model x:
A 2-piece molecular cluster, C14H20N2O6 overall. Source: OMol25; level of theory: the ωB97M-V functional and the def2-TZVPD basis.

Values from the calculation:
HOMO (eV): -8.80
Frontier orbital gap (Eh): 0.3344
LUMO (eV): 0.303

```
! wB97M-V def2-TZVPD RIJCOSX def2/J DEFGRID3
* xyz 0 1
C -2.92408 3.52873 -1.21991
N -3.13376 2.26576 -0.51514
C -2.95555 1.05909 -1.06596
O -2.57709 0.90677 -2.22557
C -3.16437 -0.15676 -0.15456
C -1.78958 -0.68889 0.26342
O -1.09084 -1.17212 -0.86806
N -3.93152 -1.22838 -0.80743
C -5.23755 -1.25303 -1.06362
C -6.11071 -0.09605 -0.61893
O -5.74340 -2.20486 -1.63549
H -3.67295 3.64164 -2.00610
H -3.00389 4.36515 -0.52388
H -1.93320 3.53785 -1.67998
H -3.42541 2.30965 0.44826
H -3.68497 0.16050 0.74800
H -1.90771 -1.49429 0.99036
H -1.21963 0.11908 0.72287
H -1.19945 -0.53115 -1.58765
H -3.40230 -2.01152 -1.16415
H -7.14621 -0.32902 -0.86394
H -6.01912 0.04036 0.45616
H -5.81292 0.80476 -1.15062
C 7.23650 0.00535 1.06336
O 6.58113 -0.74662 0.03284
C 5.21574 -0.90681 0.10249
C 4.61825 -1.60262 -0.95083
C 3.23737 -1.80958 -0.98481
C 2.43232 -1.31621 0.04415
C 2.99502 -0.61402 1.12678
C 2.15118 -0.08510 2.22257
O 0.93470 -0.13894 2.12624
O 2.76807 0.45116 3.30206
C 4.39255 -0.42451 1.13992
H 8.30841 0.05808 0.85134
H 6.84723 1.02765 1.10855
H 7.10466 -0.47537 2.03797
H 5.24290 -1.98335 -1.75301
H 2.78649 -2.35161 -1.81171
H 1.35885 -1.48576 -0.00046
H 2.04482 0.71243 3.89099
H 4.83005 0.11251 1.97344
*
```

---

Structures ranked by computed energy, the most stable listed first: model w, model x.

---

Model w:
An isolated molecule of C4H4ClN. Source: OMol25; level of theory: the ωB97M-V functional and the def2-TZVPD basis.

Values from the calculation:
HOMO (eV): -10.07
Frontier orbital gap (Eh): 0.3875
LUMO (eV): 0.478

```
! wB97M-V def2-TZVPD RIJCOSX def2/J DEFGRID3
* xyz 0 1
C 1.24813 0.88247 -0.29368
C -0.15250 0.35081 -0.24540
C -0.54881 -0.76787 0.35382
Cl 0.49821 -1.85304 1.22195
C -1.93209 -1.17957 0.33565
N -3.04537 -1.49369 0.31125
H 1.57839 0.99241 -1.32268
H 1.97251 0.25232 0.25283
H 1.30667 1.89344 0.15649
H -0.92513 0.92272 -0.77021
*
```

---

Model x:
C4H4ClN as an isolated structure. Source: OMol25; level of theory: the ωB97M-V functional and the def2-TZVPD basis.

Values from the calculation:
HOMO (eV): -10.31
Frontier orbital gap (Eh): 0.3887
LUMO (eV): 0.270

```
! wB97M-V def2-TZVPD RIJCOSX def2/J DEFGRID3
* xyz 0 1
C 0.56402 -0.31108 0.15101
C 0.50682 0.87894 0.94112
C 0.78440 2.15204 0.42197
C -0.46317 -1.09037 0.80207
H 1.57418 -0.91600 0.35212
H -0.11908 0.73561 2.13514
H 0.79404 2.46547 -0.68136
H 0.63715 3.03928 1.05604
N -1.49139 -1.54374 1.09156
Cl -0.04700 -0.25267 -1.43529
*
```

---

Structures ranked by computed energy, the most stable listed first: model w, model x.

---

Model w:
An isolated molecule of C4H11N2. Source: OMol25; level of theory: the ωB97M-V functional and the def2-TZVPD basis.

Values from the calculation:
HOMO (alpha / beta) (eV): -2.54 / -7.71
Frontier orbital gap (alpha / beta) (Eh): 0.1158 / 0.3039
LUMO (alpha / beta) (eV): 0.607 / 0.562

```
! wB97M-V def2-TZVPD RIJCOSX def2/J DEFGRID3
* xyz 0 2
C 2.36304 -0.46924 0.23120
C 1.31235 -0.13278 -0.81621
C -0.05673 0.05222 -0.25304
C -0.54826 -0.05339 0.96520
N -1.89234 0.20916 1.31819
N -1.06218 0.30164 -1.33374
H 1.99039 -1.17582 0.96749
H 3.22978 -0.90114 -0.25325
H 2.71179 0.45851 0.67662
H 1.51310 0.74241 -1.42460
H 1.23422 -0.93277 -1.56407
H 0.13071 -0.25526 1.78600
H -2.17692 -0.23631 2.17740
H -2.09237 1.19842 1.39898
H -0.96760 1.27378 -1.73919
H -0.77406 -0.37420 -2.07846
H -2.03432 0.08963 -1.06569
*
```

---

Model x:
An isolated molecule of C4H11N2. Source: OMol25; level of theory: the ωB97M-V functional and the def2-TZVPD basis.

Values from the calculation:
HOMO (alpha / beta) (eV): -3.63 / -8.57
Frontier orbital gap (alpha / beta) (Eh): 0.1689 / 0.3377
LUMO (alpha / beta) (eV): 0.963 / 0.620

```
! wB97M-V def2-TZVPD RIJCOSX def2/J DEFGRID3
* xyz 0 2
C -1.74119 1.63268 0.44068
C -1.06015 0.38222 0.98120
C 0.12287 -0.09991 0.20790
C 0.08993 -1.21580 -0.52168
N 1.09549 -1.74452 -1.27903
N 1.30663 0.77402 0.25584
H -1.31083 1.99971 -0.48422
H -1.64457 2.46869 1.13249
H -2.81294 1.47483 0.28305
H -0.75989 0.59860 2.01968
H -1.71228 -0.47994 1.15865
H -0.82780 -1.78368 -0.48562
H 1.89679 -1.20671 -1.57527
H 0.92483 -2.50844 -1.91819
H 1.07659 1.78316 0.19226
H 1.85193 0.63241 1.14795
H 2.02750 0.57572 -0.49024
*
```

---

Structures ranked by computed energy, the most stable listed first: model x, model w.

---

Model w:
A 2-piece molecular cluster, CH7NOS2 overall. Source: OMol25; level of theory: the ωB97M-V functional and the def2-TZVPD basis.

Values from the calculation:
HOMO (eV): -8.68
Frontier orbital gap (Eh): 0.3238
LUMO (eV): 0.130

```
! wB97M-V def2-TZVPD RIJCOSX def2/J DEFGRID3
* xyz 0 1
N -0.96022 1.33003 0.23010
C -2.07315 0.67232 -0.43632
O -1.66651 0.49762 -1.75922
H -0.45781 1.01897 1.03307
H -0.76506 2.23431 -0.14922
H -2.20832 -0.26826 0.13872
H -2.93596 1.26954 -0.42995
H -0.69963 0.40360 -1.67051
S 3.39554 -1.12516 0.07828
S 2.37001 -2.35594 1.43783
H 3.51692 -0.21623 1.06823
H 2.48419 -3.46081 0.45900
*
```

---

Model x:
A 2-piece molecular cluster, CH7NOS2 overall. Source: OMol25; level of theory: the ωB97M-V functional and the def2-TZVPD basis.

Values from the calculation:
HOMO (eV): -8.48
Frontier orbital gap (Eh): 0.3214
LUMO (eV): 0.261

```
! wB97M-V def2-TZVPD RIJCOSX def2/J DEFGRID3
* xyz 0 1
N 1.04261 0.32439 0.83085
C 1.35196 0.06997 -0.60425
O 1.64939 -1.28858 -0.85135
H 0.94215 -0.57464 1.28693
H 1.78616 0.83074 1.27922
H 0.47103 0.35175 -1.17861
H 2.22954 0.66367 -0.83839
H 0.81976 -1.74281 -0.88253
S -2.46241 1.07940 1.04188
S -2.73593 -0.51504 -0.32279
H -1.11950 0.97159 0.93567
H -3.97476 -0.17043 -0.69663
*
```

---

Structures ranked by computed energy, the most stable listed first: model x, model w.